(1)
Below is a molecular structure, C2H4HgLiO2, with properties calculated with ωB97M-V/def2-TZVPD.

Geometry as XYZ:
```
10
Properties=species:S:1:pos:R:3:forces:R:3
O -0.925838 2.320614 -0.621899 0.9 -0.4 0.4
C 0.015893 -1.084465 -0.876507 0.8 -0.2 1.3
C 0.107505 -1.081003 0.472788 -0.7 -1.5 -1.8
O 0.694628 -0.098825 1.175282 -0.3 0.6 -4.7
H -1.215773 2.598331 -1.489198 0.0 0.0 0.1
H 0.645971 -0.417092 -1.475881 -0.7 0.0 0.1
H -0.571710 -1.859786 -1.369598 0.4 0.2 0.2
H -0.270125 -1.948436 1.032669 -0.2 0.6 0.0
Hg 1.075412 0.031417 3.002202 1.0 0.2 5.0
Li 0.444042 1.539249 0.150138 -1.0 0.4 -0.6
```
Forces are in eV/Å.

Values from the calculation:
Spin multiplicity = 2
LUMO level (spin up / spin down) = -0.3494 / -2.7344 eV
E_HOMO (spin up / spin down) = -7.710 / -7.709 eV
Orbital gap (spin up / spin down) = 7.36 / 4.97 eV
Total energy = -389.9468 Eh

=====

(2)
Below is a molecular structure, C17H24N3O6Pd, with properties calculated with ωB97M-V/def2-TZVPD.

Geometry as XYZ:
```
51
Properties=species:S:1:pos:R:3:forces:R:3
Pd 0.612235 1.353693 -0.807271 -0.8 0.4 0.1
C 4.160609 3.614368 -0.262556 0.0 0.0 0.0
C 3.219876 2.998546 -1.275788 0.1 0.0 0.1
C 3.694100 3.159426 -2.704897 0.0 0.0 0.0
O 1.868277 3.545158 -1.125279 0.3 -0.2 -0.1
C 2.837986 1.548988 -0.932778 0.4 0.0 0.0
O 2.587575 1.266804 0.270022 0.0 0.1 0.0
O 2.443242 0.803416 -1.888889 -0.1 0.1 -0.1
H 4.266941 4.683379 -0.457921 0.0 0.0 0.0
H 5.150393 3.164494 -0.344650 0.0 0.0 0.0
H 3.788152 3.464946 0.747804 0.0 0.0 0.0
H 3.940817 4.204658 -2.898549 0.0 0.0 0.0
H 2.927079 2.834420 -3.402886 0.0 0.0 0.0
H 4.589325 2.561290 -2.877439 0.0 0.0 0.0
H 1.904439 4.507571 -1.132805 -0.1 0.0 0.0
N -2.788592 0.495306 -4.833103 0.0 0.0 0.1
C -2.727311 1.447328 -3.730744 0.0 0.0 -0.1
C -1.468850 1.216172 -2.915223 -0.1 0.1 0.0
O -1.174611 1.934915 -1.969402 0.2 -0.1 -0.1
O -0.732117 0.204910 -3.282323 -0.1 0.0 0.0
H -2.775935 0.943549 -5.738352 0.0 0.0 0.0
H -3.601868 -0.101320 -4.787683 0.0 0.0 0.0
H -1.206459 -0.181225 -4.064163 0.1 0.0 -0.1
H -3.569180 1.351440 -3.044459 0.0 0.0 0.0
H -2.711918 2.485858 -4.062959 0.0 0.0 0.0
C -0.074753 -3.454821 3.311936 0.0 0.0 0.0
N 0.066879 -2.773041 2.034801 0.0 0.0 0.0
N -0.651674 -1.639598 1.724790 0.0 0.0 0.1
C -0.095129 -1.054727 0.630280 -0.2 0.0 -0.1
O -0.641819 -0.031325 0.085889 0.3 -0.2 0.1
C 1.029708 -1.822152 0.273587 0.1 0.0 0.1
C 1.103422 -2.856125 1.176340 0.0 0.0 0.0
C 2.118793 -3.934120 1.307304 0.0 0.0 0.0
C -1.914719 -1.339795 2.315858 0.0 0.0 -0.1
C -2.107787 -0.087019 2.874570 0.0 0.0 0.0
C -3.341219 0.217998 3.429578 0.0 0.0 0.0
C -4.355843 -0.729078 3.438177 0.0 0.0 0.0
C -4.147089 -1.982184 2.877996 0.0 0.0 0.0
C -2.924270 -2.290342 2.302455 0.0 0.0 0.0
H -0.816403 -2.933007 3.909120 0.0 0.0 0.0
H 0.874437 -3.445674 3.845170 0.0 0.0 0.0
H -0.403377 -4.481351 3.159400 0.0 0.0 0.0
H 1.707410 -1.606812 -0.534703 0.0 0.0 0.0
H 2.821626 -3.878069 0.480660 0.0 0.0 0.0
H 1.651608 -4.919452 1.301550 0.0 0.0 0.0
H 2.678917 -3.831363 2.238074 0.0 0.0 0.0
H -1.301467 0.633990 2.869625 0.0 0.0 0.0
H -3.504982 1.194113 3.865336 0.0 0.0 0.0
H -5.312546 -0.489908 3.882244 0.0 0.0 0.0
H -4.939355 -2.718304 2.879987 0.0 0.0 0.0
H -2.754576 -3.255924 1.842269 0.0 0.0 0.0
```
Forces are in eV/Å.

Values from the calculation:
Spin multiplicity = 3
Net charge = +1
LUMO level (spin up / spin down) = -1.8511 / -4.3718 eV
E_HOMO (spin up / spin down) = -11.435 / -11.434 eV
Orbital gap (spin up / spin down) = 9.58 / 7.06 eV
Total energy = -1405.5440 Eh

=====

(3)
Below is C2H3NO4 in the gas phase, with properties calculated with ωB97M-V/def2-TZVPD.

Geometry as XYZ:
```
10
Properties=species:S:1:pos:R:3:forces:R:3
C -0.551406 -0.203277 0.146370 -3.0 -3.9 -1.5
C 0.388492 0.867531 0.561515 -0.6 3.3 2.5
H 1.251963 0.339041 -1.339615 -0.4 -2.8 -1.4
H -0.587282 -1.761376 -1.260529 -0.4 1.6 0.7
H -0.735327 0.263752 2.074248 1.9 1.6 -0.4
N -0.343036 -0.765575 -1.044619 3.1 -1.4 -2.3
O 1.007878 -0.652869 -1.681520 -1.3 3.2 2.0
O -1.559869 -0.665185 0.766281 2.5 2.2 0.1
O 0.068199 0.956972 1.979759 0.4 -0.6 -3.4
O 1.060389 1.620984 -0.201890 -2.1 -3.2 3.7
```
Forces are in eV/Å.

Values from the calculation:
Spin multiplicity = 1
SMILES = O=C(O)C(=O)NO
LUMO level = -1.2685 eV
E_HOMO = -10.402 eV
Orbital gap = 9.13 eV
Total energy = -433.6337 Eh

=====

(4)
Below is a molecular structure, C10H28MgO6S4, with properties calculated with ωB97M-V/def2-TZVPD.

Geometry as XYZ:
```
49
Properties=species:S:1:pos:R:3:forces:R:3
Mg -0.114883 0.054598 0.175716 0.9 -1.3 -0.3
O 1.273637 -0.264202 -1.188304 0.9 -1.4 1.2
C 1.713077 -1.628452 -0.889554 -1.8 1.0 -0.4
C 1.249517 -2.322682 0.475256 -0.9 2.1 0.9
O 0.113817 -1.749892 1.143546 0.5 -0.1 -1.3
H 2.792117 -1.769702 -0.951354 0.3 0.2 -0.1
H 1.244197 -2.186942 -1.699704 0.2 -0.8 -0.3
H 2.064057 -2.179222 1.185216 0.7 -0.4 0.1
H 1.093497 -3.388672 0.309606 0.2 -0.4 -0.2
C -0.707243 0.457128 3.858726 -0.3 -0.1 -0.8
S -2.195963 0.457868 2.748866 1.4 -0.3 -1.3
O -1.609253 0.591508 1.321766 -2.5 0.1 3.5
C -2.757393 -1.293662 2.957896 1.8 0.5 -0.4
H 0.006257 -0.306472 3.549006 -0.3 -0.3 -0.2
H -0.958543 0.371788 4.915916 -0.2 0.2 -0.1
H -0.228623 1.398558 3.589036 -0.2 0.1 0.4
H -3.634573 -1.462542 2.333296 -0.1 0.1 0.5
H -2.756793 -1.594702 4.005496 -0.8 0.4 0.1
H -1.892993 -1.837232 2.576516 0.1 -0.2 -0.6
C 2.657827 2.792908 0.252296 0.3 -0.3 0.5
S 1.900767 2.200628 1.800786 -0.2 -3.9 -0.7
O 0.947337 1.037058 1.421596 2.3 3.1 1.8
C 3.325477 1.239208 2.551206 -0.1 0.9 0.1
H 1.877417 3.422688 -0.174804 0.3 0.0 -0.2
H 2.974517 1.982088 -0.403734 -0.6 -0.3 0.1
H 3.573367 3.332428 0.494816 -0.2 0.4 0.2
H 4.070697 2.017258 2.716686 0.3 -0.2 0.1
H 3.724347 0.364898 2.036816 -0.3 0.5 -1.0
H 3.055967 0.793208 3.508566 -0.6 0.6 0.1
C -2.668643 -2.959532 -0.726784 0.5 -1.3 0.0
S -2.501823 -1.490102 -1.772854 2.1 0.4 2.1
O -1.597233 -0.600292 -0.863294 -3.2 -2.2 -3.6
C -1.445663 -2.381182 -3.012424 0.5 0.8 0.5
H -1.683103 -3.416792 -0.638894 0.4 0.7 0.3
H -3.185123 -3.813682 -1.164704 -0.8 0.5 -0.4
H -3.029423 -2.787872 0.287356 -0.1 0.5 -0.3
H -0.638963 -2.827822 -2.431174 -0.2 -0.3 0.0
H -0.936483 -1.667722 -3.660354 -0.3 0.3 0.0
H -2.013073 -3.075912 -3.631694 -0.2 0.0 0.3
C -0.896843 1.362088 -3.252214 0.4 -0.6 -0.4
S -1.105973 2.548078 -1.914334 0.7 0.3 -0.1
O -0.670103 1.917428 -0.616434 0.1 1.4 -1.6
C 0.268997 3.665638 -2.554004 0.4 -0.4 0.4
H 0.128017 0.993128 -3.211674 0.0 -0.2 0.3
H -1.054143 1.801108 -4.237414 -0.1 0.5 0.2
H -1.580153 0.516518 -3.173364 0.0 0.3 0.3
H 0.159927 4.029868 -3.575534 -0.8 0.0 0.1
H 1.231637 3.156568 -2.601774 -0.1 -0.6 0.4
H 0.416547 4.501068 -1.869604 -0.4 0.0 0.0
```
Forces are in eV/Å.

Values from the calculation:
Spin multiplicity = 1
LUMO level = 0.4412 eV
E_HOMO = -6.004 eV
Orbital gap = 6.44 eV
Total energy = -2641.9886 Eh